Record 1
Computed, not measured: the molecule C4H3ClF2 at a distorted geometry, with ωB97M-V with the def2-TZVPD basis set.

Geometry as XYZ:
```
10
Properties=species:S:1:pos:R:3:nbo_charge:R:1
C 0.22 0.34 -0.11 -0.40
C -0.93 -0.30 0.09 -0.27
C -2.16 0.36 0.02 -0.23
Cl -2.30 2.06 -0.25 0.05
C -3.29 -0.62 0.19 0.77
F -4.49 -0.24 0.02 -0.28
F -3.20 -1.92 0.31 -0.29
H 1.15 -0.16 -0.03 0.20
H 0.21 1.46 -0.27 0.21
H -1.11 -1.33 0.30 0.23
```

Its SMILES is C=CC(Cl)=C(F)F. The value obtained for the energy above the lowest of the compared OMol25 structures with the same formula, charge and spin is 24.7 kcal/mol. The calculation puts the molecular weight at 124.52 Da. For the lowest unoccupied orbital energy, the calculation gives 0.520 eV.

Record 2
Computed, not measured: the molecule C4H3ClFN at a distorted geometry, with ωB97M-V with the def2-TZVPD basis set.

Geometry as XYZ:
```
10
Properties=species:S:1:pos:R:3:nbo_charge:R:1
N -0.28 0.56 -3.65 -0.25
C 0.05 0.38 -2.32 0.23
C -0.19 -0.15 -0.98 -0.34
C 0.41 0.30 0.10 -0.15
C 0.04 -0.18 1.53 0.09
F -1.21 -0.71 1.61 -0.34
Cl 0.96 -1.27 2.34 0.06
H -1.05 -0.95 -0.71 0.28
H 1.18 1.16 0.03 0.23
H 0.10 0.85 2.04 0.18
```

Its SMILES is N#C/C=C/[C@@H](F)Cl. The value obtained for the energy above the lowest of the compared OMol25 structures with the same formula, charge and spin is 88.3 kcal/mol. The calculation puts the molecular weight at 119.53 Da. For the lowest unoccupied orbital energy, the calculation gives -0.579 eV.

Record 3
Computed, not measured: a cluster of 2 separate species, C4H3ClFNO in total at a distorted geometry, with ωB97M-V with the def2-TZVPD basis set.

Geometry as XYZ:
```
11
Properties=species:S:1:pos:R:3:nbo_charge:R:1
C 0.10 -0.03 0.97 -0.11
C 1.44 0.04 1.19 0.03
C 1.13 -0.01 -0.90 0.35
C -2.09 0.39 -0.97 0.24
N -0.11 -0.07 -0.38 -0.45
O 2.10 0.01 -0.01 -0.38
F -2.61 0.18 0.26 -0.38
Cl -2.58 -0.83 -1.99 -0.01
H -0.82 0.02 1.67 0.26
H 2.02 0.14 2.19 0.23
H 1.44 0.16 -2.03 0.22
```

The value obtained for the energy above the lowest of the compared OMol25 structures with the same formula, charge and spin is 83.6 kcal/mol. The calculation puts the molecular weight at 135.53 Da. For the lowest unoccupied orbital energy, the calculation gives 0.803 eV.

Record 4
Computed, not measured: the molecule C4H3ClN2 at a distorted geometry, with ωB97M-V with the def2-TZVPD basis set.

Geometry as XYZ:
```
10
Properties=species:S:1:pos:R:3:nbo_charge:R:1
Cl 0.97 0.71 -2.40 0.10
C 0.40 0.32 -0.90 -0.10
C -0.08 -0.93 -0.53 -0.23
C -0.69 -1.01 0.76 0.01
N -0.73 0.00 1.66 -0.21
N -0.09 1.13 1.34 -0.20
C 0.43 1.27 0.16 0.00
H -0.07 -1.79 -1.14 0.23
H -1.07 -1.93 1.15 0.21
H 0.93 2.23 -0.10 0.20
```

Its SMILES is Clc1ccnnc1. The value obtained for the energy above the lowest of the compared OMol25 structures with the same formula, charge and spin is 28.4 kcal/mol. The calculation puts the molecular weight at 114.53 Da. For the lowest unoccupied orbital energy, the calculation gives 0.104 eV.

Record 5
Computed, not measured: the molecule C4H3ClS3 at a distorted geometry, with ωB97M-V with the def2-TZVPD basis set.

Geometry as XYZ:
```
11
Properties=species:S:1:pos:R:3:nbo_charge:R:1
S -0.02 -2.92 -2.00 -0.09
S 1.09 -1.98 -0.63 0.18
C 0.41 -0.41 -0.24 -0.46
S 0.76 1.12 -1.01 0.42
C 0.14 2.09 0.33 -0.37
C -0.40 1.25 1.25 -0.24
C -0.25 -0.24 0.94 -0.07
Cl -0.69 -1.46 2.08 0.05
H -0.02 -2.12 -2.97 0.11
H -0.15 3.06 0.13 0.24
H -0.89 1.60 2.13 0.23
```

Its SMILES is SSc1sccc1Cl. The value obtained for the energy above the lowest of the compared OMol25 structures with the same formula, charge and spin is 11.7 kcal/mol. The calculation puts the molecular weight at 182.72 Da. For the lowest unoccupied orbital energy, the calculation gives 0.150 eV.

Record 6
Computed, not measured: a structure of composition C4H3CrO5 at a distorted geometry, with ωB97M-V with the def2-TZVPD basis set.

Geometry as XYZ:
```
13
Properties=species:S:1:pos:R:3:nbo_charge:R:1
C 0.48 1.28 0.05 -0.69
C 1.22 0.28 -0.46 0.07
O 1.22 -0.96 0.23 -0.54
C 0.77 -2.04 -0.39 0.98
O 0.21 -2.07 -1.46 -0.61
O 0.88 -3.07 0.45 -0.68
H 0.98 2.25 -0.12 0.21
H 2.06 0.35 -1.16 0.19
H 0.41 -3.83 0.08 0.51
O -3.09 2.99 -0.37 -0.57
O -2.22 1.69 1.27 -0.84
C -2.35 2.15 0.08 0.68
Cr -0.57 0.97 1.80 1.28
```

The multiplicity is 6. The value obtained for the energy above the lowest of the compared OMol25 structures with the same formula, charge and spin is 9.8 kcal/mol. The calculation puts the molecular weight at 183.06 Da. For the lowest unoccupied orbital energy (alpha / beta), the calculation gives -1.309 / -1.572 eV.

Record 7
Computed, not measured: a structure of composition C4H3F2O5S at a distorted geometry, with ωB97M-V with the def2-TZVPD basis set.

Geometry as XYZ:
```
15
Properties=species:S:1:pos:R:3:nbo_charge:R:1
C -1.96 1.58 0.35 0.89
C 0.14 0.53 0.23 -0.13
C -0.27 -0.09 -1.09 0.13
C -1.79 0.11 -1.05 -0.21
O -1.61 -1.79 0.86 -0.96
O -2.49 2.58 -0.08 -0.65
O -2.42 0.60 1.23 -0.72
O -3.85 -1.16 0.20 -0.92
O -0.57 1.68 0.56 -0.54
F 0.32 0.69 -2.11 -0.38
F -2.46 -0.13 -2.33 -0.37
S -2.50 -0.76 0.32 2.29
H 0.25 -0.35 0.89 0.20
H 1.19 0.89 0.36 0.20
H 0.06 -1.08 -1.33 0.17
```

The value obtained for the energy above the lowest of the compared OMol25 structures with the same formula, charge and spin is 55.9 kcal/mol. As for the total charge: -1. The calculation puts the molecular weight at 201.13 Da. For the lowest unoccupied orbital energy, the calculation gives 3.570 eV.

Record 8
Computed, not measured: the molecule C4H3F3 at a distorted geometry, with ωB97M-V with the def2-TZVPD basis set.

Geometry as XYZ:
```
10
Properties=species:S:1:pos:R:3:nbo_charge:R:1
C 0.66 -0.10 -0.47 0.10
C -0.22 0.42 -1.28 0.13
C -1.37 0.65 -0.45 0.66
C 0.98 -0.67 0.80 -0.71
F -0.09 0.88 -2.52 -0.30
F -1.89 -0.44 0.07 -0.31
F -1.43 1.56 0.49 -0.30
H 0.15 -1.13 1.15 0.23
H 1.39 0.04 1.47 0.25
H 1.82 -1.21 0.74 0.25
```

The value obtained for the energy above the lowest of the compared OMol25 structures with the same formula, charge and spin is 85.3 kcal/mol. The calculation puts the molecular weight at 108.06 Da. For the lowest unoccupied orbital energy (alpha / beta), the calculation gives -0.207 / 0.122 eV.

Record 9
Computed, not measured: the ion C4H3F3N3S with charge +1 at a distorted geometry, with ωB97M-V with the def2-TZVPD basis set.

Geometry as XYZ:
```
14
Properties=species:S:1:pos:R:3:nbo_charge:R:1
C 2.39 0.49 -0.52 -0.45
N 1.99 -0.60 0.28 -0.36
S 2.60 -2.38 0.48 0.52
C 1.15 -1.59 0.27 0.31
N -0.11 -1.74 0.33 -0.29
N -0.95 -0.89 0.17 0.08
C -1.73 -0.06 -0.10 0.32
C -2.91 0.77 0.20 0.94
F -2.55 1.72 1.00 -0.27
F -3.39 1.37 -0.85 -0.27
F -3.87 0.06 0.75 -0.26
H 1.91 0.71 -1.50 0.24
H 3.41 0.57 -0.52 0.25
H 2.07 1.57 0.01 0.25
```

Its SMILES is CN1S/C1=N/[N+]#CC(F)(F)F. As for the total charge: +1. The calculation puts the molecular weight at 182.15 Da. For the lowest unoccupied orbital energy, the calculation gives -5.693 eV.

Record 10
Computed, not measured: a structure of composition C4H3F4N3 at a distorted geometry, with ωB97M-V with the def2-TZVPD basis set.

Geometry as XYZ:
```
14
Properties=species:S:1:pos:R:3:nbo_charge:R:1
C 2.42 1.20 0.32 0.14
C 0.42 0.95 0.10 0.45
C -2.62 -0.57 0.11 0.47
C -1.97 0.83 -0.15 0.65
N 1.23 1.83 0.57 -0.53
N 2.32 -0.05 -0.17 -0.28
N 0.98 -0.19 -0.35 -0.45
F -2.49 -0.93 1.34 -0.30
F -2.09 -1.57 -0.72 -0.36
F -2.23 1.33 -1.33 -0.30
F -2.31 1.57 0.85 -0.29
H 3.44 1.70 0.63 0.22
H -3.76 -0.53 -0.23 0.14
H 0.49 -1.07 -0.37 0.43
```

The multiplicity is 3. The calculation puts the molecular weight at 169.08 Da. For the lowest unoccupied orbital energy (alpha / beta), the calculation gives 0.917 / -2.727 eV.

Record 11
Computed, not measured: the molecule C4H3F4NO at a distorted geometry, with ωB97M-V with the def2-TZVPD basis set.

Geometry as XYZ:
```
13
Properties=species:S:1:pos:R:3:nbo_charge:R:1
F 1.67 1.44 -1.41 -0.31
C 0.65 0.62 -1.11 0.72
F -0.13 0.55 -2.23 -0.32
N 1.21 -0.63 -0.71 -0.44
C 0.54 -1.32 0.14 0.17
C -0.74 -0.94 0.90 -0.15
O -1.32 0.29 0.37 -0.50
C -0.34 1.22 0.10 0.84
F -0.86 2.43 -0.11 -0.30
F 0.38 1.40 1.21 -0.34
H 0.87 -2.34 0.35 0.19
H -1.30 -1.67 0.52 0.21
H -0.64 -1.05 1.97 0.22
```

Its SMILES is FC1(F)N=CCOC1(F)F. The value obtained for the energy above the lowest of the compared OMol25 structures with the same formula, charge and spin is 0.0 kcal/mol. The calculation puts the molecular weight at 157.07 Da. For the lowest unoccupied orbital energy, the calculation gives 0.418 eV.

Record 12
Computed, not measured: a structure of composition C4H3F5O at a distorted geometry, with ωB97M-V with the def2-TZVPD basis set.

Geometry as XYZ:
```
13
Properties=species:S:1:pos:R:3:nbo_charge:R:1
C -0.24 -0.63 -0.43 -0.54
C -0.18 0.81 -0.02 0.55
C -1.71 -0.93 -0.03 0.67
C -1.72 1.07 0.11 0.61
O 0.54 1.05 1.12 -0.71
F 0.35 1.62 -1.06 -0.36
F -2.60 -1.37 -0.96 -0.33
F -2.14 -1.51 1.12 -0.32
F -2.11 1.57 1.23 -0.29
F -2.38 1.64 -0.91 -0.31
H -0.27 -0.87 -1.42 0.26
H 0.38 -1.36 0.15 0.25
H 1.16 1.81 1.11 0.52
```

The value obtained for the energy above the lowest of the compared OMol25 structures with the same formula, charge and spin is 16.2 kcal/mol. The calculation puts the molecular weight at 162.06 Da. For the lowest unoccupied orbital energy, the calculation gives 0.630 eV.

Record 13
Computed, not measured: the molecule C4H3FN2 at a distorted geometry, with ωB97M-V with the def2-TZVPD basis set.

Geometry as XYZ:
```
10
Properties=species:S:1:pos:R:3:nbo_charge:R:1
H -0.20 2.48 1.22 0.35
N -0.44 2.23 0.28 -0.54
C -0.34 0.94 0.18 0.36
C -0.25 0.15 -1.10 -0.34
C 0.12 -1.07 -0.66 0.37
F 0.33 -2.19 -1.28 -0.28
C 0.34 -1.05 0.79 0.03
N 0.08 0.09 1.38 -0.40
H -0.35 0.30 -2.16 0.25
H 0.71 -1.88 1.36 0.21
```

Its SMILES is [H]/N=C1/C=C(F)C=N1. The value obtained for the energy above the lowest of the compared OMol25 structures with the same formula, charge and spin is 43.8 kcal/mol. The calculation puts the molecular weight at 98.08 Da. For the lowest unoccupied orbital energy, the calculation gives -0.846 eV.

Record 14
Computed, not measured: a cluster of 2 separate species, C4H3FO in total at a distorted geometry, with ωB97M-V with the def2-TZVPD basis set.

Geometry as XYZ:
```
9
Properties=species:S:1:pos:R:3:nbo_charge:R:1
C -0.71 0.50 -1.65 -0.24
C -0.16 0.74 -0.59 -0.15
C 2.03 -0.44 -0.65 0.47
C 0.74 1.11 0.35 0.08
O 1.89 -1.50 -0.18 -0.45
F 1.20 2.37 0.34 -0.32
H -1.50 0.49 -2.38 0.24
H 2.31 0.03 -1.56 0.17
H 0.88 0.54 1.30 0.20
```

The value obtained for the energy above the lowest of the compared OMol25 structures with the same formula, charge and spin is 95.1 kcal/mol. The calculation puts the molecular weight at 86.06 Da. For the lowest unoccupied orbital energy (alpha / beta), the calculation gives 0.074 / 0.073 eV.

Record 15
Computed, not measured: a structure of composition C4H3GaO2 at a distorted geometry, with ωB97M-V with the def2-TZVPD basis set.

Geometry as XYZ:
```
10
Properties=species:S:1:pos:R:3:lowdin_charge:R:1
O 3.00 0.54 -0.85 -0.25
C 0.75 -1.17 0.73 -0.28
C -0.45 -0.82 0.25 -0.17
C -1.66 -0.49 0.01 0.04
C -2.87 0.13 -0.22 -0.30
O -4.00 -0.16 0.27 -0.01
H 2.59 0.63 -1.73 0.04
H -2.80 1.06 -0.83 0.12
Ga 2.14 -0.04 0.51 0.77
H 0.73 -2.03 1.42 0.05
```

The calculation puts the molecular weight at 152.79 Da. For the lowest unoccupied orbital energy (alpha / beta), the calculation gives -1.760 / -2.305 eV.

Record 16
Computed, not measured: a structure of composition C4H3I at a distorted geometry, with ωB97M-V with the def2-TZVPD basis set.

Geometry as XYZ:
```
8
Properties=species:S:1:pos:R:3:nbo_charge:R:1
C -2.75 0.60 -0.51 0.04
C -0.44 1.24 -0.98 0.02
C 0.80 1.20 -0.81 -0.55
C -1.82 0.15 -1.22 -0.59
I -1.90 2.92 -0.78 0.28
H 1.16 0.26 -0.60 0.25
H 1.10 2.27 -0.92 0.26
H -1.72 -0.86 -1.66 0.27
```

The value obtained for the energy above the lowest of the compared OMol25 structures with the same formula, charge and spin is 109.6 kcal/mol. The calculation puts the molecular weight at 177.97 Da. For the lowest unoccupied orbital energy, the calculation gives -0.934 eV.

Record 17
Computed, not measured: a cluster of 2 separate species, C4H3I in total at a distorted geometry, with ωB97M-V with the def2-TZVPD basis set.

Geometry as XYZ:
```
8
Properties=species:S:1:pos:R:3:nbo_charge:R:1
C 0.80 -0.08 0.04 0.03
C -0.31 0.44 0.49 -0.07
C 1.93 -0.53 -0.39 -0.43
C -1.37 0.88 0.91 -0.20
I -3.69 -0.59 -1.17 -0.01
H 2.87 -0.09 -0.07 0.22
H 2.01 -1.35 -1.08 0.22
H -2.26 1.33 1.26 0.24
```

The multiplicity is 3. The value obtained for the energy above the lowest of the compared OMol25 structures with the same formula, charge and spin is 0.0 kcal/mol. The calculation puts the molecular weight at 177.97 Da. For the lowest unoccupied orbital energy (alpha / beta), the calculation gives 0.434 / -3.154 eV.

Record 18
Computed, not measured: a structure of composition C4H3Li2O2Pt at a distorted geometry, with ωB97M-V with the def2-TZVPD basis set.

Geometry as XYZ:
```
12
Properties=species:S:1:pos:R:3:nbo_charge:R:1
C 0.80 0.70 -1.20 0.28
O 2.02 0.30 -1.07 -0.73
Li -2.40 -0.59 0.07 0.97
Li 2.16 0.50 0.92 0.95
H -0.66 1.17 -1.33 0.26
C -0.05 1.11 -0.12 -0.68
C 0.07 0.20 1.08 -0.39
C -0.47 -1.04 1.02 -0.08
O -1.14 -1.56 -0.09 -0.87
Pt 0.26 -1.31 -1.29 0.80
H -0.02 2.18 0.09 0.27
H -0.58 -1.68 1.90 0.22
```

The multiplicity is 3. The value obtained for the energy above the lowest of the compared OMol25 structures with the same formula, charge and spin is 0.0 kcal/mol. As for the total charge: +1. The calculation puts the molecular weight at 292.03 Da. For the lowest unoccupied orbital energy (alpha / beta), the calculation gives -4.077 / -5.911 eV.

Record 19
Computed, not measured: a structure of composition C4H3Li2O2Tm at a distorted geometry, with ωB97M-V with the def2-TZVPD basis set.

Geometry as XYZ:
```
12
Properties=species:S:1:pos:R:3:nbo_charge:R:1
C 1.10 -0.16 0.16 0.54
O 2.20 0.02 -0.29 -0.60
Tm 4.60 -0.06 0.04 1.98
Li -1.71 -1.54 0.98 0.98
C -1.28 1.63 1.09 0.08
C -1.20 0.93 0.07 -0.16
C -0.36 -0.02 -0.66 -0.06
O -0.90 -1.29 -0.67 -0.67
Li -1.25 -2.31 -2.11 0.99
H -1.80 2.29 1.76 0.33
H -0.09 0.37 -1.65 0.31
H 0.69 0.13 1.28 0.27
```

The multiplicity is 3. As for the total charge: +4. The calculation puts the molecular weight at 265.88 Da. For the lowest unoccupied orbital energy (alpha / beta), the calculation gives -16.679 / -19.593 eV.

Record 20
Computed, not measured: a structure of composition C4H3LiNaO2 at a distorted geometry, with ωB97M-V with the def2-TZVPD basis set.

Geometry as XYZ:
```
11
Properties=species:S:1:pos:R:3:nbo_charge:R:1
O -1.07 -0.79 -0.16 -0.68
C -1.92 0.13 -0.61 0.05
C -0.87 0.93 -0.84 0.04
Li -0.57 -2.74 1.08 0.98
Na 0.41 2.30 0.92 0.99
H -3.00 0.16 -0.45 0.29
C 1.08 0.29 -1.03 -0.32
C 0.86 -0.73 -0.30 0.51
O 1.05 -1.79 0.46 -0.74
H 1.81 0.85 -1.60 0.31
H 1.94 -1.86 0.84 0.56
```

The multiplicity is 2. The value obtained for the energy above the lowest of the compared OMol25 structures with the same formula, charge and spin is 19.5 kcal/mol. As for the total charge: +2. The calculation puts the molecular weight at 113.00 Da. For the lowest unoccupied orbital energy (alpha / beta), the calculation gives -7.981 / -9.200 eV.